1.
{
  "formula": "C16H33Cl2PRu",
  "method": "ωB97M-V/def2-TZVPD",
  "spin_multiplicity": 6,
  "charge": -1,
  "s_squared": 8.77,
  "orbital_gap_ev": [4.83, 4.96],
  "energy_ha": -1985.843778,
  "mol_weight_g_mol": 428.39,
  "species": ["Ru", "Cl", "Cl", "C", "H", "H", "C", "C", "H", "C", "H", "C", "H", "H", "C", "H", "H", "C", "H", "H", "H", "H", "C", "C", "C", "P", "C", "C", "C", "C", "C", "C", "H", "H", "H", "H", "H", "H", "H", "H", "H", "H", "H", "H", "H", "H", "H", "H", "H", "H", "H", "H", "H"],
  "xyz": [[-0.298, 1.962, 0.523], [1.214, 3.450, -0.451], [0.188, 2.741, 2.724], [3.052, -0.258, -2.173], [3.533, -1.064, -1.656], [3.151, 0.731, -1.688], [-0.705, 1.326, -1.151], [2.125, -0.483, -3.108], [-0.232, 0.310, -1.291], [1.805, 0.487, -4.230], [1.518, -1.428, -3.170], [1.374, 1.897, -3.831], [2.687, 0.637, -4.873], [1.083, 0.004, -4.905], [-0.113, 2.200, -3.662], [1.982, 2.283, -3.012], [1.605, 2.500, -4.712], [-1.102, 1.891, -2.450], [-0.148, 3.291, -3.761], [-0.632, 1.749, -4.521], [-1.635, 2.827, -2.180], [-1.926, 1.239, -2.818], [0.801, -2.419, 0.047], [-0.545, -1.737, 0.332], [-1.524, -2.753, 0.947], [-0.442, -0.127, 1.267], [-2.192, 0.346, 1.687], [-2.487, -0.111, 3.110], [-2.694, 1.789, 1.482], [0.688, -0.531, 2.698], [0.400, -1.836, 3.438], [2.165, -0.461, 2.292], [1.278, -2.793, 0.961], [1.502, -1.778, -0.502], [0.605, -3.300, -0.586], [-0.966, -1.422, -0.635], [-1.208, -3.101, 1.939], [-2.546, -2.363, 1.015], [-1.561, -3.643, 0.303], [-2.744, -0.277, 0.973], [-1.780, 0.365, 3.803], [-3.492, 0.231, 3.397], [-2.461, -1.202, 3.213], [-2.135, 2.252, 0.643], [-3.745, 1.701, 1.185], [-2.657, 2.387, 2.400], [0.510, 0.323, 3.373], [0.678, -2.727, 2.864], [1.026, -1.836, 4.340], [-0.636, -1.939, 3.771], [2.478, -1.351, 1.734], [2.383, 0.436, 1.700], [2.773, -0.416, 3.207]],
  "forces_ev_per_a": [[2.3, 2.2, 0.9], [0.4, 0.6, -0.4], [0.1, 0.6, 1.4], [4.5, 2.0, 4.9], [0.8, -0.3, -0.2], [-0.5, -0.6, 0.2], [0.4, -3.2, -2.6], [-5.9, -1.6, -5.9], [-0.3, 0.6, -0.5], [0.7, -1.2, 0.0], [0.3, 1.1, 0.7], [-0.2, 0.0, 0.1], [0.3, -0.1, 0.1], [-0.1, 0.3, 0.2], [-1.1, 0.2, 0.4], [-0.1, 0.0, 0.1], [0.3, 0.2, 0.0], [-0.6, 0.7, -0.1], [-0.2, -0.2, -0.2], [0.2, 0.3, -0.2], [0.3, -0.1, -0.6], [0.5, 0.2, -0.2], [-0.1, -0.1, -0.2], [-0.6, 0.1, -0.1], [0.0, -0.2, -0.1], [1.1, -1.0, 0.1], [-0.4, -1.4, 1.0], [-0.7, 0.1, 0.3], [0.0, -0.5, 0.4], [-0.8, 0.1, 0.2], [0.3, 0.0, 0.5], [0.1, 0.1, 0.0], [-0.1, 0.1, -0.3], [-0.2, 0.0, 0.2], [0.0, 0.2, 0.1], [0.1, -0.1, 0.1], [-0.1, 0.2, -0.3], [0.2, -0.1, 0.1], [-0.1, 0.1, 0.0], [0.0, 0.1, 0.1], [-0.1, -0.2, -0.1], [0.1, -0.1, 0.1], [0.1, 0.2, 0.0], [-1.2, 0.5, -0.1], [0.1, 0.2, -0.2], [0.4, -0.1, -0.3], [0.0, -0.3, -0.2], [-0.1, 0.2, 0.1], [-0.1, -0.1, 0.0], [0.2, 0.0, -0.1], [0.0, 0.3, 0.1], [-0.1, -0.2, 0.1], [-0.1, 0.0, -0.2]]
}

=====

2.
{
  "formula": "C16H33Cl4N3O6",
  "method": "ωB97M-V/def2-TZVPD",
  "spin_multiplicity": 2,
  "charge": -1,
  "s_squared": 0.75,
  "orbital_gap_ev": [2.01, 9.31],
  "energy_ha": -3085.937438,
  "mol_weight_g_mol": 505.27,
  "species": ["C", "C", "O", "C", "O", "O", "H", "H", "H", "H", "C", "C", "O", "N", "C", "H", "H", "H", "H", "H", "H", "H", "C", "C", "O", "N", "C", "H", "H", "H", "H", "H", "H", "H", "C", "C", "O", "N", "C", "H", "H", "H", "H", "H", "H", "H", "Cl", "C", "C", "Cl", "H", "H", "H", "H", "Cl", "C", "C", "Cl", "H", "H", "H", "H"],
  "xyz": [[20.800, 25.485, 4.946], [21.214, 25.342, 6.381], [19.919, 25.239, 6.985], [18.900, 25.428, 6.140], [17.722, 25.256, 6.359], [19.437, 25.828, 4.951], [21.020, 24.640, 4.294], [21.335, 26.286, 4.437], [21.637, 26.307, 6.661], [21.988, 24.581, 6.477], [15.735, 20.223, 7.305], [14.973, 21.524, 7.174], [14.328, 21.679, 6.178], [15.195, 22.480, 8.132], [14.725, 23.837, 8.130], [16.312, 20.271, 8.229], [16.473, 20.282, 6.505], [15.095, 19.341, 7.284], [15.797, 22.294, 8.921], [15.373, 24.470, 7.524], [14.782, 24.251, 9.137], [13.695, 23.911, 7.781], [18.540, 21.094, 4.130], [18.055, 22.596, 4.067], [18.715, 23.434, 3.434], [16.810, 22.795, 4.485], [16.057, 24.096, 4.309], [17.964, 20.549, 4.878], [19.554, 21.180, 4.521], [18.433, 20.528, 3.205], [16.411, 22.062, 5.056], [16.757, 24.902, 4.090], [15.566, 24.413, 5.229], [15.290, 24.012, 3.538], [19.918, 25.057, 0.917], [20.776, 23.779, 0.692], [21.273, 23.652, -0.408], [20.763, 22.846, 1.643], [21.448, 21.533, 1.489], [19.008, 24.846, 1.480], [19.648, 25.418, -0.076], [20.496, 25.795, 1.473], [20.088, 23.045, 2.367], [21.900, 21.035, 2.347], [22.260, 21.668, 0.774], [20.714, 20.881, 1.016], [15.255, 24.343, 0.337], [15.937, 22.742, 0.815], [15.755, 21.642, -0.245], [16.430, 20.117, 0.372], [15.373, 22.468, 1.707], [16.963, 22.892, 1.152], [16.175, 21.921, -1.212], [14.692, 21.424, -0.347], [24.905, 21.100, 5.416], [23.624, 20.091, 4.813], [22.337, 20.293, 5.709], [21.693, 21.956, 5.815], [23.922, 19.055, 4.651], [23.456, 20.560, 3.844], [22.630, 20.073, 6.736], [21.493, 19.652, 5.457]],
  "forces_ev_per_a": [[1.2, 0.5, -2.1], [-0.4, 1.7, -1.1], [0.2, -1.3, 2.1], [-0.3, -0.3, -1.0], [1.9, 0.7, 0.1], [-1.2, -0.2, 0.3], [-0.6, -0.6, 0.3], [0.0, 0.3, 0.2], [0.1, -0.1, 0.6], [-0.8, -0.5, 0.8], [0.5, 1.0, 1.2], [1.3, -0.5, 1.3], [-1.6, 1.2, -1.6], [0.1, -0.6, 0.5], [-0.2, 0.6, -0.4], [0.1, -0.5, 0.1], [-0.1, -0.6, -0.1], [0.1, 0.2, -0.3], [0.0, -0.6, -0.4], [-0.1, 0.1, -0.2], [-0.1, -0.2, 0.1], [0.1, -0.1, -0.1], [-0.3, 1.6, 1.3], [0.4, -1.7, -2.1], [-0.4, -0.1, 0.8], [-1.1, 1.6, 0.4], [0.6, -0.7, 0.4], [0.0, -0.1, 0.1], [0.1, -0.5, -0.4], [0.2, 0.5, -0.3], [-0.3, 0.2, -0.2], [0.0, -0.4, -0.3], [0.1, -0.5, 0.1], [0.2, -0.2, -0.1], [0.3, -0.9, 0.3], [-1.5, 0.9, -0.8], [1.2, -0.3, -0.8], [1.1, -0.6, 1.0], [-0.7, 0.9, -1.2], [0.1, 0.0, 0.1], [0.2, 0.1, 0.2], [0.0, 0.1, -0.1], [-0.1, -0.5, 0.7], [-0.6, 0.6, 0.5], [-0.1, 0.1, -0.1], [0.2, -0.5, 0.1], [0.2, -0.4, -0.3], [-0.2, -0.4, 0.5], [-0.5, 0.8, 0.4], [0.4, 0.0, 0.0], [0.0, -0.1, -0.1], [0.1, 0.0, -0.4], [0.2, -0.2, 0.2], [0.1, 0.3, -0.2], [1.2, 0.3, 0.7], [-2.3, 1.2, -0.5], [1.2, -0.8, 0.2], [0.3, 0.0, -0.4], [-0.1, 0.1, 0.5], [-0.4, -0.5, -0.1], [-0.1, -0.2, 0.0], [0.2, -0.1, -0.3]]
}

=====

3.
{
  "formula": "C16H33CuN3OSiTa",
  "method": "ωB97M-V/def2-TZVPD",
  "charge": 2,
  "orbital_gap_ev": 6.16,
  "energy_ha": -2855.330879,
  "mol_weight_g_mol": 556.04,
  "species": ["N", "C", "O", "Cu", "Ta", "N", "N", "C", "C", "C", "C", "C", "C", "C", "C", "H", "H", "H", "H", "H", "H", "H", "H", "H", "H", "H", "H", "H", "H", "H", "H", "H", "H", "C", "H", "H", "H", "C", "H", "H", "H", "C", "Si", "C", "C", "C", "C", "H", "H", "H", "H", "H", "H", "H", "H", "H"],
  "xyz": [[2.000, -0.261, -0.162], [3.197, -0.767, -0.159], [4.070, -1.299, 0.449], [2.374, -0.086, -2.083], [0.070, -0.026, -0.147], [-0.635, -1.514, -1.190], [-0.273, 1.683, -0.960], [-0.448, -2.947, -0.837], [0.335, 3.012, -1.063], [0.725, -3.489, -1.650], [-1.728, -3.700, -1.178], [-0.129, -3.087, 0.645], [0.026, 3.595, -2.440], [-0.197, 3.928, 0.039], [1.838, 2.878, -0.901], [0.544, -3.381, -2.722], [0.849, -4.555, -1.419], [1.656, -2.958, -1.407], [-2.594, -3.233, -0.699], [-1.632, -4.729, -0.819], [-1.890, -3.735, -2.257], [0.796, -2.556, 0.933], [0.025, -4.154, 0.862], [-0.949, -2.726, 1.279], [0.334, 2.900, -3.227], [0.585, 4.530, -2.567], [-1.037, 3.812, -2.555], [-1.274, 4.067, -0.049], [0.293, 4.908, -0.033], [0.012, 3.501, 1.024], [2.126, 2.416, 0.055], [2.295, 3.880, -0.949], [2.291, 2.275, -1.712], [-1.760, 1.677, -1.190], [-2.223, 0.755, -0.800], [-2.262, 2.528, -0.698], [-1.975, 1.743, -2.267], [-1.052, -1.268, -2.568], [-2.144, -1.359, -2.662], [-0.767, -0.261, -2.886], [-0.566, -1.980, -3.248], [-1.575, 0.898, 5.726], [-0.088, -0.001, 5.035], [1.478, 0.869, 5.613], [-0.025, -1.762, 5.681], [-0.200, -0.026, 3.183], [-0.217, -0.018, 1.919], [-1.562, 0.894, 6.826], [-2.507, 0.423, 5.387], [-1.594, 1.943, 5.384], [1.527, 0.884, 6.714], [2.378, 0.355, 5.239], [1.513, 1.909, 5.253], [-0.896, -2.338, 5.337], [0.879, -2.280, 5.326], [-0.015, -1.775, 6.782]],
  "forces_ev_per_a": [[4.9, -1.1, -1.7], [-1.2, -1.2, 5.6], [-1.8, 1.8, -3.3], [-0.2, 0.4, -0.7], [-1.8, -0.2, 1.0], [0.9, 0.9, 0.3], [-1.1, -0.5, 0.4], [-0.1, -0.2, 0.0], [0.4, 0.5, -0.2], [0.0, -0.2, -0.1], [0.0, -0.2, 0.1], [-0.1, 0.0, 0.3], [0.1, 0.1, 0.0], [0.1, 0.1, 0.2], [0.5, 0.2, 0.2], [0.1, -0.3, 0.1], [0.1, 0.3, -0.2], [0.0, -0.2, 0.1], [0.1, -0.1, 0.0], [-0.1, 0.1, -0.1], [-0.1, -0.1, 0.1], [-0.1, -0.2, -0.1], [0.0, 0.4, 0.0], [0.2, -0.1, -0.1], [0.0, 0.1, 0.0], [-0.2, -0.2, 0.0], [0.1, 0.1, -0.1], [0.1, 0.2, 0.0], [-0.2, -0.3, 0.0], [0.0, 0.1, 0.0], [-0.1, 0.2, -0.1], [-0.1, -0.5, 0.0], [-0.1, 0.1, -0.1], [0.2, 0.2, -0.5], [-0.1, 0.0, 0.0], [0.4, -0.6, 0.0], [0.0, -0.2, 0.4], [-0.6, 0.0, -0.4], [0.3, 0.0, -0.1], [-0.1, 0.0, 0.0], [-0.3, 0.3, 0.1], [-0.3, 0.1, -0.5], [0.3, -0.1, 2.3], [0.2, 0.2, -0.6], [-0.1, -0.2, -0.5], [0.1, 0.1, -3.7], [-0.2, 0.1, 2.4], [0.1, -0.1, -0.3], [0.1, 0.1, 0.2], [0.0, -0.2, 0.2], [-0.2, -0.1, -0.4], [-0.2, 0.2, 0.2], [0.0, -0.2, 0.2], [0.2, 0.1, 0.2], [-0.2, 0.1, 0.1], [0.0, 0.1, -0.4]]
}

=====

4.
{
  "formula": "C16H33CuNO8P",
  "method": "ωB97M-V/def2-TZVPD",
  "charge": -2,
  "orbital_gap_ev": 3.61,
  "energy_ha": -3267.979399,
  "mol_weight_g_mol": 461.96,
  "species": ["Cu", "C", "C", "C", "C", "C", "C", "N", "O", "C", "C", "C", "H", "H", "H", "H", "H", "H", "H", "H", "H", "H", "H", "H", "H", "H", "H", "H", "H", "H", "C", "O", "O", "O", "C", "C", "O", "P", "O", "O", "C", "C", "O", "C", "C", "H", "H", "H", "H", "H", "H", "H", "H", "H", "H", "H", "H", "H", "H", "H"],
  "xyz": [[1.789, 0.440, 1.547], [-0.946, -3.869, 1.422], [-1.631, -2.556, 1.057], [-3.155, -2.820, 1.261], [-3.958, -1.538, 1.448], [-3.282, -0.621, 2.468], [-1.846, -0.260, 2.058], [-1.163, -1.518, 1.920], [0.227, -1.433, 1.932], [-1.293, 0.579, 3.196], [-1.847, 0.604, 0.780], [-1.402, -2.283, -0.442], [-0.783, -4.000, 2.488], [0.046, -3.885, 0.955], [-1.454, -4.687, 0.895], [-3.289, -3.479, 2.119], [-3.527, -3.259, 0.329], [-4.943, -1.753, 1.893], [-4.206, -1.017, 0.517], [-3.199, -1.238, 3.367], [-3.909, 0.260, 2.644], [-1.735, 1.573, 3.167], [-0.215, 0.703, 3.023], [-1.302, 0.064, 4.157], [-2.141, 1.642, 0.998], [-2.435, 0.214, -0.046], [-0.794, 0.751, 0.495], [-1.156, -3.169, -1.040], [-0.557, -1.603, -0.573], [-2.285, -1.813, -0.891], [4.045, 0.624, 2.900], [3.170, 1.594, 2.936], [5.124, 0.685, 3.581], [3.790, -0.390, 2.123], [-1.789, 2.985, -2.949], [-0.647, 3.113, -1.942], [0.562, 2.797, -2.650], [1.666, 1.867, -2.008], [1.491, 1.558, -0.595], [1.811, 0.623, -2.967], [0.940, -0.506, -2.774], [1.708, -1.789, -2.597], [2.973, 2.697, -2.272], [4.265, 2.137, -2.055], [4.808, 2.467, -0.678], [-2.745, 2.982, -2.418], [-1.756, 3.847, -3.620], [-1.772, 2.064, -3.526], [-0.561, 4.103, -1.505], [-0.862, 2.388, -1.153], [0.289, -0.356, -1.909], [0.297, -0.542, -3.660], [2.168, -2.182, -3.505], [2.514, -1.642, -1.873], [1.050, -2.530, -2.148], [4.212, 1.039, -2.045], [4.912, 2.400, -2.890], [4.115, 2.201, 0.124], [5.835, 2.172, -0.493], [4.777, 3.567, -0.577]],
  "forces_ev_per_a": [[0.8, -0.7, 0.9], [1.2, 0.0, -1.2], [-1.0, -0.4, -0.2], [0.1, 1.0, -0.6], [-0.7, 0.3, 0.9], [-0.1, -0.5, -0.8], [-1.5, 0.0, -0.1], [0.7, -0.2, 1.5], [0.4, 0.6, -0.8], [1.7, -0.2, -0.5], [0.9, 0.9, 0.3], [0.3, 0.4, -0.6], [-0.4, -0.1, 0.1], [0.1, 0.2, 0.3], [-0.3, -0.1, 0.5], [-0.1, -0.1, 0.0], [0.1, -0.6, 0.3], [0.0, -0.3, -0.3], [0.4, -0.1, -0.1], [0.0, 0.4, 0.3], [0.2, 0.1, 0.1], [-0.3, -0.1, 0.4], [-0.1, 0.2, -0.1], [-0.6, 0.1, 0.1], [-0.5, -0.2, 0.0], [0.0, -0.1, 0.0], [-0.1, -0.5, -0.2], [-0.2, -0.1, 0.2], [0.0, 0.0, 0.3], [0.1, 0.0, -0.1], [0.9, 0.0, 0.2], [-0.9, 0.0, -0.6], [-0.4, 0.0, -0.2], [-0.6, 0.1, -0.5], [-0.2, 0.8, 0.3], [-0.8, -1.1, -0.4], [0.0, 0.2, 0.0], [0.9, 0.2, 0.9], [-0.8, -0.4, 0.3], [0.1, 0.0, -0.2], [-0.5, -0.2, -0.3], [0.5, 0.0, 0.5], [-0.1, 0.5, -0.9], [0.6, -1.9, 1.0], [-0.8, 2.3, 0.1], [0.0, 0.2, 0.0], [-0.2, -0.2, -0.2], [0.4, -0.1, 0.0], [0.0, 0.1, -0.1], [0.5, 0.1, 0.2], [0.2, 0.2, 0.0], [0.0, 0.0, 0.0], [-0.2, 0.1, -0.1], [-0.1, 0.1, 0.1], [-0.1, -0.1, -0.2], [-0.3, 0.1, -0.5], [-0.1, 0.4, 0.0], [0.3, -0.8, 0.0], [-0.1, -0.5, 0.0], [0.4, -0.1, -0.1]]
}